{
  "formula": "C46H45N15PPbS2",
  "method": "ωB97M-V/def2-TZVPD",
  "elements": ["Pb", "N", "C", "C", "C", "C", "C", "C", "C", "C", "N", "C", "H", "H", "H", "H", "H", "H", "H", "H", "C", "N", "C", "C", "N", "C", "S", "C", "C", "C", "C", "C", "N", "H", "H", "H", "H", "H", "H", "H", "H", "H", "N", "C", "C", "C", "C", "C", "N", "C", "C", "C", "C", "C", "N", "H", "H", "H", "H", "H", "H", "H", "H", "H", "S", "N", "C", "C", "C", "C", "C", "N", "C", "C", "N", "C", "C", "C", "C", "C", "N", "H", "H", "H", "H", "H", "H", "C", "N", "C", "N", "C", "N", "C", "P", "C", "C", "H", "H", "H", "H", "H", "H", "H", "H", "H", "H", "H", "H", "H"],
  "positions_angstrom": [[1.189, 0.540, -0.666], [1.326, -2.509, 0.015], [1.790, -3.284, -1.069], [1.673, -4.652, -1.050], [2.171, -5.457, -2.085], [2.789, -4.880, -3.154], [2.865, -3.473, -3.250], [3.425, -2.855, -4.388], [3.422, -1.495, -4.481], [2.869, -0.753, -3.429], [2.364, -1.272, -2.327], [2.348, -2.641, -2.215], [0.949, -3.094, 0.749], [2.063, -1.924, 0.387], [1.211, -5.126, -0.191], [2.084, -6.532, -2.011], [3.213, -5.482, -3.947], [3.840, -3.470, -5.177], [3.822, -0.981, -5.343], [2.833, 0.323, -3.508], [3.460, 3.753, 3.197], [2.033, 3.747, 2.937], [1.046, 4.156, 3.811], [-0.132, 4.014, 3.186], [0.126, 3.509, 1.907], [1.483, 3.344, 1.771], [2.397, 2.870, 0.438], [-0.908, 3.390, 0.945], [-1.921, 4.348, 0.959], [-3.031, 4.157, 0.156], [-3.086, 3.023, -0.645], [-1.997, 2.171, -0.651], [-0.923, 2.346, 0.125], [3.645, 4.206, 4.166], [3.975, 4.315, 2.420], [3.849, 2.734, 3.185], [1.262, 4.524, 4.798], [-1.127, 4.204, 3.541], [-1.827, 5.226, 1.581], [-3.835, 4.880, 0.160], [-3.947, 2.823, -1.267], [-1.972, 1.299, -1.290], [-0.583, 1.656, -3.890], [0.507, 2.471, -3.589], [0.559, 3.696, -4.273], [1.661, 4.505, -4.133], [2.721, 4.064, -3.345], [2.577, 2.868, -2.690], [1.477, 2.093, -2.756], [-0.883, 0.322, -3.643], [-1.579, -0.368, -4.650], [-1.925, -1.684, -4.452], [-1.608, -2.286, -3.234], [-0.970, -1.525, -2.283], [-0.602, -0.248, -2.472], [-1.089, 2.012, -4.685], [-0.258, 3.985, -4.921], [1.707, 5.458, -4.643], [3.625, 4.646, -3.238], [3.386, 2.481, -2.080], [-1.812, 0.131, -5.582], [-2.429, -2.243, -5.228], [-1.843, -3.325, -3.050], [-0.716, -1.926, -1.310], [4.670, -1.087, 6.582], [5.278, -1.163, 5.100], [4.329, -0.788, 4.261], [4.433, -0.728, 2.826], [5.622, -1.051, 2.161], [5.660, -0.964, 0.792], [4.508, -0.562, 0.121], [3.363, -0.286, 0.727], [3.300, -0.362, 2.075], [2.022, -0.086, 2.749], [0.919, 0.135, 2.004], [-0.234, 0.354, 2.614], [-0.379, 0.418, 3.997], [0.728, 0.190, 4.781], [1.946, -0.092, 4.158], [3.115, -0.450, 4.917], [3.187, -0.579, 6.230], [6.478, -1.362, 2.747], [6.555, -1.208, 0.238], [4.506, -0.472, -0.959], [-1.086, 0.481, 1.959], [-1.345, 0.626, 4.436], [0.684, 0.195, 5.862], [-5.921, -2.771, 0.069], [-5.098, -2.999, 1.346], [-5.636, -2.054, 2.426], [-5.618, -0.710, 1.973], [-6.413, -0.559, 0.759], [-5.888, -1.406, -0.304], [-4.591, -0.958, -0.793], [-3.241, -1.005, 0.513], [-3.647, -2.755, 1.097], [-4.276, -0.159, 1.839], [-6.942, -3.081, 0.290], [-5.504, -3.402, -0.716], [-5.236, -3.963, 1.658], [-5.019, -2.174, 3.316], [-6.659, -2.364, 2.644], [-6.397, 0.482, 0.441], [-7.447, -0.838, 0.971], [-4.683, 0.071, -1.147], [-4.286, -1.571, -1.644], [-3.093, -2.954, 2.016], [-3.298, -3.461, 0.341], [-4.352, 0.900, 1.583], [-3.757, -0.236, 2.798]],
  "lowdin_charge": [1.29, 0.08, -0.26, -0.02, -0.05, -0.02, -0.14, 0.02, -0.02, -0.14, 0.02, -0.16, 0.10, 0.02, 0.12, 0.12, 0.13, 0.13, 0.12, 0.08, -0.01, -0.11, -0.01, -0.03, 0.01, -0.68, 0.66, -0.26, 0.02, -0.02, -0.05, -0.16, 0.07, 0.11, 0.09, 0.09, 0.14, 0.13, 0.13, 0.13, 0.11, 0.07, 0.13, -0.29, 0.01, -0.02, -0.04, -0.22, -0.02, -0.30, 0.01, -0.03, -0.06, -0.19, -0.01, 0.14, 0.12, 0.13, 0.12, 0.08, 0.13, 0.12, 0.11, 0.07, 1.10, -0.20, -0.31, -0.07, 0.04, 0.00, -0.11, -0.02, -0.16, -0.15, 0.02, -0.16, -0.03, 0.03, -0.08, -0.31, -0.20, 0.13, 0.12, 0.11, 0.06, 0.11, 0.13, -0.10, -0.07, -0.10, -0.15, -0.14, -0.15, -0.31, 1.05, -0.26, -0.31, 0.15, 0.15, 0.19, 0.15, 0.15, 0.14, 0.15, 0.09, 0.09, 0.10, 0.10, 0.09, 0.09],
  "charge": 3,
  "energy_ev": -106973.0702,
  "homo_energy_ev": -14.211,
  "relative_energy_kj_mol": 65.6
}


{
  "formula": "C46H46B5CdCl2N6O40",
  "method": "ωB97M-V/def2-TZVPD",
  "elements": ["Cd", "O", "C", "O", "B", "O", "C", "O", "O", "C", "O", "C", "O", "O", "O", "C", "O", "B", "O", "C", "O", "O", "C", "O", "C", "O", "O", "O", "C", "O", "B", "O", "C", "O", "O", "C", "O", "C", "O", "O", "O", "C", "O", "B", "O", "C", "O", "O", "C", "O", "C", "O", "O", "O", "C", "O", "B", "O", "C", "O", "O", "C", "O", "C", "O", "O", "C", "C", "C", "C", "N", "H", "H", "H", "H", "H", "H", "H", "C", "C", "C", "C", "N", "H", "H", "H", "H", "H", "H", "H", "C", "C", "C", "C", "N", "H", "H", "H", "H", "H", "H", "H", "C", "C", "C", "C", "N", "H", "H", "H", "H", "H", "H", "H", "C", "C", "C", "C", "N", "H", "H", "H", "H", "H", "H", "H", "C", "C", "C", "C", "N", "H", "H", "H", "H", "H", "H", "H", "Cl", "C", "C", "Cl", "H", "H", "H", "H"],
  "positions_angstrom": [[0.667, 26.314, 8.884], [-1.275, 30.427, 16.107], [-1.773, 29.693, 15.250], [-1.523, 29.796, 13.932], [-1.977, 28.615, 13.172], [-2.689, 27.764, 14.208], [-2.510, 28.307, 15.451], [-2.791, 27.749, 16.547], [-0.859, 27.942, 12.510], [-1.038, 27.882, 11.206], [-0.423, 27.252, 10.346], [-2.397, 28.543, 10.876], [-2.880, 28.984, 12.075], [-2.920, 28.622, 9.814], [3.735, 22.413, 1.595], [2.827, 22.403, 2.428], [2.879, 21.851, 3.713], [1.557, 21.948, 4.328], [0.663, 22.616, 3.362], [1.367, 22.983, 2.277], [0.885, 23.499, 1.286], [1.004, 20.617, 4.639], [0.259, 20.675, 5.751], [-0.485, 19.826, 6.292], [0.793, 21.938, 6.526], [1.566, 22.582, 5.683], [0.594, 22.270, 7.693], [7.782, 25.506, 4.476], [6.615, 25.170, 4.616], [5.655, 25.981, 5.062], [4.330, 25.254, 4.951], [4.607, 23.935, 4.358], [5.905, 23.785, 4.189], [6.532, 22.832, 3.758], [3.321, 26.059, 4.215], [2.210, 26.180, 4.965], [1.141, 26.734, 4.670], [2.493, 25.464, 6.296], [3.739, 25.075, 6.344], [1.674, 25.454, 7.222], [-3.872, 25.355, 11.115], [-3.569, 24.908, 12.218], [-4.408, 24.816, 13.216], [-3.727, 24.288, 14.402], [-2.326, 24.009, 13.942], [-2.190, 24.489, 12.679], [-1.124, 24.561, 12.059], [-4.467, 23.069, 14.831], [-4.831, 23.173, 16.090], [-5.482, 22.337, 16.748], [-4.302, 24.521, 16.575], [-3.776, 25.189, 15.540], [-4.334, 24.957, 17.740], [3.020, 29.080, 6.996], [3.591, 29.142, 8.070], [4.354, 30.038, 8.446], [4.859, 29.782, 9.832], [4.267, 28.469, 10.134], [3.414, 28.108, 9.211], [2.502, 27.250, 9.230], [6.338, 29.822, 9.793], [6.759, 30.637, 10.738], [7.911, 30.865, 10.976], [5.479, 31.304, 11.353], [4.437, 30.807, 10.750], [5.457, 32.191, 12.193], [-0.745, 34.265, 12.521], [0.142, 33.291, 11.724], [-0.611, 32.019, 11.281], [0.308, 31.072, 10.646], [1.017, 30.282, 10.167], [-0.921, 33.891, 13.529], [-1.720, 34.391, 12.050], [-0.298, 35.259, 12.572], [0.942, 33.040, 12.419], [0.502, 33.869, 10.873], [-1.512, 32.178, 10.688], [-0.977, 31.515, 12.175], [-2.150, 23.120, 5.315], [-2.725, 22.575, 6.683], [-3.133, 23.660, 7.637], [-2.019, 24.583, 8.017], [-1.159, 25.297, 8.298], [-2.736, 23.935, 4.889], [-2.079, 22.399, 4.501], [-1.170, 23.592, 5.390], [-2.130, 21.796, 7.158], [-3.666, 22.082, 6.440], [-3.526, 23.271, 8.576], [-4.065, 24.139, 7.335], [1.273, 22.226, 13.133], [1.930, 21.663, 11.902], [1.296, 22.174, 10.543], [1.260, 23.630, 10.398], [1.208, 24.777, 10.186], [1.183, 23.311, 13.193], [1.736, 21.833, 14.038], [0.248, 21.872, 13.243], [1.927, 20.576, 11.979], [2.979, 21.928, 12.033], [0.273, 21.805, 10.461], [1.817, 21.618, 9.764], [8.499, 26.887, 8.417], [7.060, 26.504, 8.960], [6.646, 24.997, 8.793], [5.237, 24.659, 9.065], [4.156, 24.337, 9.359], [9.189, 26.159, 8.843], [8.883, 27.829, 8.809], [8.556, 27.002, 7.335], [6.329, 27.147, 8.470], [6.960, 26.801, 10.004], [7.312, 24.319, 9.326], [6.823, 24.794, 7.736], [-1.942, 30.924, 7.564], [-0.581, 31.257, 6.923], [0.001, 30.138, 6.123], [-0.010, 28.842, 6.919], [0.028, 27.796, 7.519], [-2.680, 30.364, 6.990], [-2.420, 31.849, 7.886], [-1.830, 30.330, 8.471], [0.070, 31.489, 7.765], [-0.736, 32.120, 6.275], [0.955, 30.397, 5.663], [-0.587, 29.949, 5.224], [2.709, 31.102, 14.673], [2.115, 29.747, 14.266], [2.765, 29.012, 13.090], [4.108, 28.536, 13.364], [5.192, 28.179, 13.533], [2.052, 31.657, 15.343], [2.919, 31.743, 13.817], [3.615, 30.943, 15.258], [1.042, 29.757, 14.077], [2.103, 29.103, 15.146], [2.686, 29.676, 12.229], [2.220, 28.097, 12.856], [-5.263, 26.428, 5.827], [-4.881, 27.001, 7.473], [-6.201, 27.210, 8.285], [-7.041, 28.609, 7.538], [-4.257, 27.894, 7.437], [-4.213, 26.228, 7.852], [-5.886, 27.566, 9.265], [-6.908, 26.387, 8.379]],
  "lowdin_charge": [1.23, 0.10, -0.33, 0.17, -0.88, 0.19, -0.27, 0.10, 0.25, -0.32, -0.03, -0.35, 0.21, 0.15, 0.12, -0.28, 0.19, -0.90, 0.20, -0.34, 0.12, 0.22, -0.32, 0.07, -0.36, 0.22, 0.10, 0.09, -0.36, 0.19, -0.79, 0.22, -0.35, 0.12, 0.22, -0.32, 0.11, -0.35, 0.22, -0.04, 0.10, -0.38, 0.25, -0.87, 0.21, -0.32, 0.11, 0.22, -0.36, 0.08, -0.33, 0.23, 0.10, 0.12, -0.46, 0.27, -0.89, 0.24, -0.30, -0.04, 0.23, -0.38, 0.14, -0.37, 0.24, 0.12, -0.11, -0.23, -0.16, -0.17, 0.24, 0.07, 0.07, 0.07, 0.11, 0.11, 0.12, 0.11, -0.06, -0.22, -0.18, -0.10, 0.14, 0.07, 0.07, 0.07, 0.10, 0.10, 0.12, 0.09, -0.13, -0.24, -0.14, -0.16, 0.11, 0.07, 0.07, 0.07, 0.10, 0.10, 0.12, 0.11, -0.08, -0.21, -0.16, -0.18, 0.19, 0.06, 0.06, 0.07, 0.09, 0.10, 0.11, 0.11, -0.11, -0.26, -0.16, -0.07, 0.12, 0.08, 0.07, 0.04, 0.09, 0.11, 0.12, 0.12, -0.08, -0.24, -0.17, -0.23, 0.15, 0.06, 0.06, 0.07, 0.08, 0.11, 0.09, 0.12, 0.52, -0.64, -0.60, 0.50, 0.06, 0.03, 0.06, 0.07],
  "charge": -3,
  "energy_ev": -172310.3142,
  "homo_energy_ev": -4.590
}


no.,orbital gap (eV)
1,7.50
2,9.06